# 1
Density functional theory data (ωB97M-V/def2-TZVPD) for a molecular structure, C11H13NPYb at a distorted geometry.

XYZ file:
```
27
Properties=species:S:1:pos:R:3:forces:R:3
C -0.447361 -2.524476 2.382287 -0.472 2.222 -1.196
C -0.614629 -1.010496 2.759642 -0.273 -2.171 -4.643
C -0.984834 0.033858 1.603099 0.265 -4.034 0.310
C -1.157922 -0.519607 0.152338 0.627 -2.119 3.247
P -1.557006 0.835796 -1.199691 0.115 0.361 -2.169
C 0.339450 1.151295 -1.270232 3.843 0.276 -0.148
C 1.282194 0.102439 -1.892158 1.521 4.665 2.257
C 2.746694 0.559080 -1.796849 -2.658 0.910 0.710
C 3.085687 1.892523 -1.157725 0.283 -0.627 -0.382
N 2.256963 2.910407 -0.614766 -1.799 -5.366 -2.273
C 0.919225 2.443613 -0.719476 -0.268 -0.689 -0.179
C -1.005007 -2.034428 -0.211031 0.759 0.328 4.716
C -0.658579 -3.040524 0.938423 -0.340 3.641 0.822
H -0.157053 -3.208270 3.256965 -0.487 0.924 -1.740
H -0.472581 -0.598263 3.833699 5.436 -4.256 -3.302
H -1.109448 1.155109 1.888413 0.323 -1.640 -1.049
H -1.753785 1.799699 -0.132344 0.101 0.084 0.402
H -1.815520 1.851472 -2.217083 0.019 -0.175 0.285
H -1.343014 -0.198359 -2.219873 0.118 -0.089 0.168
H -2.955604 0.438715 -1.202870 -0.126 0.035 0.511
H 0.892819 -0.861855 -2.344492 0.734 1.412 0.613
H 3.580110 -0.106163 -2.206340 -1.225 1.239 0.732
H 4.212017 2.136348 -1.096441 -1.959 -0.435 -0.181
H 0.138155 3.186695 -0.304275 1.273 -1.244 -0.740
H -1.133799 -2.440588 -1.276482 0.136 1.027 1.803
H -0.537241 -4.165121 0.782177 -0.217 1.867 0.112
Yb -1.749930 0.211101 4.265086 -5.728 3.853 1.313
```
Positions in Å, forces in eV/Å.

Computed properties:
E_LUMO ... -0.2486 Ha
HOMO ... -9.844 eV
ΔE to the lowest compared entry with this formula, charge and spin ... 696.52 kJ/mol
Charge ... +1
Spin multiplicity ... 1
HOMO-LUMO gap ... 3.1 eV

Taken from the Mulliken analysis, the atomic charges in e are: C -0.532; C -0.083; C -0.477; C 0.298; P -0.423; C 0.184; C -0.259; C -0.422; C -0.154; N -0.522; C -0.302; C -0.219; C -0.463; H 0.313; H 0.347; H 0.041; H -0.073; H 0.222; H 0.011; H 0.206; H 0.277; H 0.289; H 0.288; H 0.308; H 0.383; H 0.348; Yb 1.414



# 2
Density functional theory data (ωB97M-V/def2-TZVPD) for 3 unconnected molecules or ions with the total composition C10H18BF6NO4.

XYZ file:
```
40
Properties=species:S:1:pos:R:3:forces:R:3
B 0.042572 0.929693 -1.751876 -0.083 -0.181 -0.194
N -1.031184 1.809505 -1.799072 0.360 0.308 0.726
C -2.307829 1.618897 -1.112087 -0.119 -0.014 -0.111
C -3.450856 1.291541 -2.064340 0.021 0.004 -0.104
H -0.128829 -0.163653 -1.305632 0.024 0.016 -0.001
H 1.106355 1.284100 -2.166697 -0.022 0.040 -0.004
H -0.823742 2.780631 -1.979749 -0.134 -0.040 -0.379
H -2.530868 2.534507 -0.557209 -0.054 -0.092 0.050
H -2.190080 0.817518 -0.380644 0.019 -0.017 -0.070
H -3.144293 0.502297 -2.753395 -0.029 -0.020 0.072
H -4.330405 0.948098 -1.516465 0.022 0.057 -0.003
H -3.737195 2.159734 -2.662553 0.038 -0.027 0.029
C 2.850494 2.524963 0.960044 0.007 0.025 0.058
C 1.399489 2.259123 1.282746 -0.045 -0.098 -0.127
O 1.001280 2.934805 2.503480 0.025 0.021 0.008
C 0.660652 4.203037 2.375257 -0.051 0.072 0.149
O 0.624446 4.856710 1.374824 0.017 -0.009 -0.039
C 0.243022 4.774783 3.754738 -0.002 -0.037 -0.086
F 1.110990 4.435560 4.712343 -0.007 0.014 -0.019
F -0.962084 4.291402 4.093378 0.032 0.019 0.002
F 0.165238 6.100003 3.705133 -0.005 -0.047 0.006
H 3.489277 2.222687 1.789832 0.008 -0.007 -0.013
H 3.131318 1.949714 0.077583 -0.003 0.001 -0.005
H 3.017140 3.580562 0.749085 -0.008 -0.004 -0.008
H 1.215627 1.206999 1.486844 0.000 0.007 0.026
H 0.743116 2.585034 0.477181 0.001 0.008 0.025
C 1.744030 -5.619945 -1.745359 0.007 0.009 0.028
C 0.283894 -5.816928 -1.411983 -0.028 -0.019 -0.040
O -0.086646 -5.056360 -0.233222 0.011 -0.012 -0.006
C -0.351975 -3.777141 -0.430891 -0.047 0.072 0.148
O -0.331397 -3.175736 -1.462594 0.007 0.000 -0.020
C -0.760864 -3.120105 0.913367 -0.004 -0.042 -0.080
F 0.072785 -3.460796 1.900840 -0.007 0.016 -0.021
F -1.995283 -3.521703 1.251323 0.038 0.017 0.001
F -0.765909 -1.795391 0.805024 -0.007 -0.043 0.005
H 2.370485 -5.890154 -0.895573 0.004 -0.006 -0.009
H 2.011556 -6.258504 -2.587627 0.003 0.001 -0.001
H 1.944713 -4.586201 -2.022478 -0.006 -0.004 -0.005
H 0.063776 -6.845902 -1.139631 0.008 0.004 0.007
H -0.362813 -5.513386 -2.233945 0.006 0.007 0.008
```
Positions in Å, forces in eV/Å.

Computed properties:
Structure (SMILES) ... CCOC(=O)C(F)(F)F.CCOC(=O)C(F)(F)F.BNCC
E_LUMO ... 0.0248 Ha
HOMO ... -10.221 eV
Charge ... 0
Spin multiplicity ... 1
HOMO-LUMO gap ... 10.9 eV

Taken from the Mulliken analysis, the atomic charges in e are: B 0.331; N -0.315; C -0.055; C -1.266; H -0.181; H -0.126; H 0.209; H 0.295; H 0.178; H 0.300; H 0.373; H 0.315; C -1.201; C 0.102; O -0.349; C 0.341; O -0.519; C 0.884; F -0.247; F -0.253; F -0.237; H 0.328; H 0.365; H 0.330; H 0.313; H 0.119; C -1.078; C -0.217; O -0.330; C 0.369; O -0.521; C 0.870; F -0.259; F -0.273; F -0.202; H 0.302; H 0.367; H 0.312; H 0.310; H 0.317



# 3
Density functional theory data (ωB97M-V/def2-TZVPD) for 2 unconnected molecules or ions with the total composition C4H13N2 at a distorted geometry.

XYZ file:
```
19
Properties=species:S:1:pos:R:3:forces:R:3
C -0.466200 1.524392 0.078425 0.534 0.414 -0.444
C 0.414902 0.719545 1.031279 -1.308 -1.122 0.397
C -0.049909 -0.753261 1.189208 -0.148 1.186 0.641
C 0.232342 -1.678801 0.028614 -2.104 -0.001 2.095
N -0.746035 -1.460920 -0.966291 3.359 -0.474 -0.951
N 0.217986 1.688837 -1.203400 0.127 -0.637 -0.519
H -1.407240 1.004441 -0.112723 -0.039 -0.038 0.255
H -0.741357 2.464940 0.558535 0.207 0.147 -0.224
H 0.290493 1.118360 2.037018 0.548 0.264 -0.043
H 1.483568 0.658621 0.757075 0.002 0.562 0.119
H 0.389873 -1.026108 2.161271 0.329 -0.865 -0.408
H -1.131150 -0.723541 1.335868 0.048 -0.252 0.014
H 0.509109 -2.690007 0.314398 -0.506 -0.210 -0.317
H 2.133296 -1.129918 0.696448 -1.615 -0.209 -2.585
H 1.341751 -1.256914 -0.363634 2.462 0.303 1.475
H -0.745609 -2.203969 -1.666247 -0.273 -0.098 0.090
H 1.171646 1.361851 -1.224520 0.091 0.244 0.282
H 0.197824 2.584248 -1.662200 -0.352 0.154 0.131
H -0.387724 -0.627403 -1.464740 -1.362 0.633 -0.007
```
Positions in Å, forces in eV/Å.

Computed properties:
E_LUMO ... -0.2915 Ha
HOMO ... -13.187 eV
ΔE to the lowest compared entry with this formula, charge and spin ... 636.81 kJ/mol
Charge ... +1
Spin multiplicity ... 1
HOMO-LUMO gap ... 5.3 eV

Taken from the Mulliken analysis, the atomic charges in e are: C -0.654; C -0.231; C -1.171; C -0.022; N -0.413; N -0.502; H 0.297; H 0.394; H 0.280; H 0.345; H 0.299; H 0.480; H 0.481; H 0.482; H -0.047; H 0.322; H 0.184; H 0.224; H 0.252



Among the records above, which one has the lowest E_LUMO?
C4H13N2



Which of these has the lowest E_LUMO?
C4H13N2